Record 1
Here is C17H30CoNO2P2S as an isolated structure from the OMol25 dataset. Energies are from ωB97M-V/def2-TZVPD.

Results
Calculated total energy: -90735.1118 eV
Gap between HOMO and LUMO (spin up / spin down): 4.536 / 6.135 eV
Spin multiplicity: 5
Expectation value of S²: 6.0811

Atoms and positions in Å:
C 2.38163 1.34616 -3.19604
C -1.05357 -4.79626 2.12944
S -1.43654 -0.81728 1.68102
C 0.40589 -3.10092 -0.96008
H -1.66838 -5.68654 1.94965
O -3.24523 1.98691 -0.17968
H 2.93338 0.76902 -3.94142
O -2.02982 4.20133 -0.51613
N 0.81421 1.26016 -1.40223
H -2.57604 -3.40083 1.48785
P 0.11827 1.83014 1.27434
H -2.16537 2.56043 1.91429
H -2.24823 1.06946 -0.28054
H -0.87683 3.52764 2.68558
C 1.63683 1.86141 2.18961
H -0.48713 -3.56320 -0.51558
H -1.08976 3.78920 -0.38755
H -2.15524 -1.82454 -2.14332
H 2.03538 -3.90875 3.29019
C -1.23338 -1.44935 -2.59754
H 2.41083 -1.32007 -1.88273
H 0.66364 -3.58746 -1.91496
P 0.04332 -1.35931 -1.31957
C -1.57107 -3.52693 1.87543
C 0.44949 3.13660 0.03289
H 1.24285 -3.17028 -0.24804
H -1.41305 -0.44879 -3.00173
H 1.36721 -1.24243 -3.35151
H 0.65287 -5.93494 2.83241
C 0.50943 -2.52725 2.63771
H -2.15698 4.27857 -1.48991
C 1.57414 0.62573 -2.30444
H 3.07061 3.31013 -3.82936
C 1.50688 -0.87531 -2.32673
H -1.78480 0.34815 -0.60983
C 1.03605 2.60047 -1.17165
H -2.85969 3.00896 -0.17991
H 1.81053 2.87532 2.55956
H 1.78648 4.46886 -1.96725
C -1.16209 2.51667 2.36783
H 0.70054 -0.86075 0.27776
H 2.44821 1.54954 1.52528
H -0.88676 -2.12334 -3.39045
H -1.19580 1.85066 3.23451
H 1.09587 -1.63495 2.85005
C 1.71402 3.39019 -2.14569
Co -0.37920 0.18186 0.08696
C 1.02427 -3.80054 2.88353
C 0.25074 -4.94057 2.62392
H -3.88888 1.89635 0.57909
H 1.48930 1.14976 3.00300
C -0.77299 -2.37195 2.07256
C 2.44351 2.73663 -3.12987
H 0.72042 4.14624 0.33930

Forces on the atoms, in the same order (eV/Å):
C -0.4 -0.2 0.3
C 0.1 0.0 0.1
S -1.2 -0.4 1.4
C -0.3 -0.1 0.0
H 0.2 0.4 0.1
O -1.3 2.4 1.4
H 0.0 0.3 0.2
O 0.6 -0.2 -0.7
N -0.9 0.1 2.0
H 0.1 0.0 0.0
P -0.4 2.6 -0.9
H 0.7 -0.2 0.1
H 1.0 -1.0 -0.4
H -0.1 -0.2 0.1
C 0.3 0.1 0.7
H 0.4 0.0 -0.1
H -1.2 0.6 -0.4
H 0.0 0.0 -0.2
H -0.4 0.0 -0.1
C -0.3 -0.3 -0.2
H -0.2 -0.1 -0.1
H -0.1 0.0 0.4
P 1.0 -0.6 -0.9
C 0.8 0.1 0.1
C 1.0 -1.0 -0.3
H -0.3 0.0 -0.3
H 0.1 -0.1 0.1
H 0.2 -0.1 0.2
H -0.1 0.3 -0.1
C -0.3 -0.2 -0.4
H 0.3 0.0 0.9
C 1.2 -0.1 -1.8
H -0.4 -0.4 0.4
C -0.3 0.4 0.3
H -1.0 0.9 -0.5
C -0.5 1.8 -0.8
H -0.6 -1.9 -0.2
H 0.2 -0.2 0.2
H 0.0 -0.4 -0.1
C 0.2 0.3 0.4
H 0.8 0.4 0.1
H -0.1 0.0 0.2
H -0.2 0.1 0.1
H -0.2 0.2 0.0
H -0.1 -0.2 -0.1
C -1.2 0.3 3.0
Co 0.2 -1.9 -1.3
C -0.2 -0.2 0.0
C 0.0 0.2 0.0
H 1.0 0.1 -1.2
H 0.4 0.0 0.2
C 0.0 -1.2 0.5
C 1.5 -0.4 -2.4
H 0.0 0.0 -0.1

---

Record 2
Here is C17H30F5NOP2Pb as an isolated structure from the OMol25 dataset. Energies are from ωB97M-V/def2-TZVPD.

Results
Calculated total energy: -59060.0971 eV
Gap between HOMO and LUMO (spin up / spin down): 5.489 / 5.490 eV
Relative energy (zero: lowest compared OMol25 entry of this formula, charge and spin): 0.00 kJ/mol

Atoms and positions in Å:
H 1.28906 -1.90492 4.18774
C -2.15434 1.52043 -3.41222
F -2.61020 0.92325 2.08179
C -3.38930 -0.25929 0.18641
H -1.11321 -1.06233 -4.41920
H 2.33294 4.02812 0.04050
C 0.65493 3.65183 1.34669
C -0.83345 4.20960 1.35117
P -0.61073 0.73051 -2.89653
H -1.10115 4.82632 0.44875
H -0.81062 1.91822 -0.51696
N 0.69319 -1.25362 -0.12655
F -3.70843 0.84830 -0.55586
H 2.67994 1.43694 2.74964
C 0.24792 -4.83927 -0.62690
H 0.05968 -1.56756 -3.15909
C -0.85490 -1.00211 -3.35969
H 1.47192 0.64407 -4.16351
C 1.46581 -5.24116 -1.18468
C 0.03205 0.61357 4.08789
O 1.15204 2.99210 2.25437
H 1.63332 -6.30529 -1.43110
H 1.52658 -2.42154 2.47935
H 3.38405 -4.60361 -1.87482
H -3.00204 1.03684 -2.91649
C -2.20553 0.02930 1.11593
H -1.65996 -1.42662 -2.75430
P 0.80455 -0.11681 2.61789
H -0.93450 -3.19329 0.12347
H 3.24258 -0.27270 2.50516
C 2.53402 0.38174 3.04246
H -0.92066 0.12749 4.28565
H -0.72047 4.90203 2.19664
H -0.55842 -5.55233 -0.47329
F -4.48423 -0.65533 0.85523
C 2.27143 -2.93386 -1.05104
H -0.12111 -2.28756 3.14208
H -2.13987 2.57801 -3.12098
H -1.70334 3.54357 1.54601
C 0.88605 -1.85879 3.16629
F -1.88310 -1.17992 1.74006
C 2.46306 -4.28140 -1.40477
C 1.25809 4.14665 0.02232
Pb -0.18900 0.49441 0.04341
C 1.02788 -2.45042 -0.46276
H 2.63396 0.26274 4.14134
H -0.11976 1.67949 3.92320
H 0.11061 1.37135 -5.13084
H 3.06156 -2.22305 -1.24438
H 1.06642 5.22345 0.15962
H 0.84041 3.93849 -1.00303
C 0.02713 -3.49572 -0.28037
H -2.25494 1.43420 -4.49921
F -3.04288 -1.24254 -0.70937
H 0.71698 0.46257 4.92240
C 0.60493 1.33224 -4.13913
H 0.95305 2.34323 -3.84646

Forces on the atoms, in the same order (eV/Å):
H -0.1 0.1 -0.3
C -0.2 0.2 -0.2
F 0.0 -0.4 -0.3
C -0.1 -0.3 -0.3
H 0.0 -0.2 0.0
H 0.3 -0.2 -0.3
C -2.3 -1.1 -1.2
C 0.3 0.3 0.5
P 0.5 -0.6 -0.1
H 0.6 -0.7 0.8
H 0.3 1.6 0.4
N 0.2 3.3 1.5
F 0.2 -0.8 0.7
H 0.1 -0.6 0.3
C 0.2 1.1 0.2
H -0.1 0.0 0.0
C -0.1 -0.1 -0.4
H -0.5 0.4 0.0
C 0.1 -0.3 -0.1
C -0.4 0.2 0.0
O -0.6 1.6 -1.9
H -0.1 0.8 0.1
H -0.2 0.0 0.1
H 0.1 0.2 0.1
H 0.1 0.1 -0.1
C 0.2 -0.8 -0.3
H 0.1 0.0 -0.1
P 0.9 0.3 0.9
H 0.1 0.0 0.0
H -0.2 0.4 0.3
C 0.1 0.1 -0.5
H -0.1 0.1 0.1
H -0.6 0.1 0.0
H 0.1 0.0 0.0
F 0.3 0.2 -0.5
C -0.9 -0.1 0.3
H 0.2 0.0 0.0
H -0.1 -0.2 -0.1
H 1.0 0.0 0.1
C -0.3 -0.2 -0.6
F -0.9 0.7 0.1
C -0.9 0.3 0.5
C 1.0 0.8 0.6
Pb 0.5 -1.7 0.5
C 0.0 -4.2 -2.0
H 0.2 0.0 -0.7
H 0.0 0.0 0.1
H 0.4 0.0 0.4
H 0.1 0.2 0.0
H 0.3 0.0 -0.3
H 0.0 -0.5 1.5
C 0.8 -0.6 -0.4
H -0.2 0.1 0.1
F -0.4 0.9 0.9
H -0.2 0.0 0.1
C 0.0 0.1 -0.1
H -0.1 -0.5 -0.3

---

Record 3
Here is one molecule with the formula C17H30FN3O6S from the OMol25 dataset. Energies are from ωB97M-V/def2-TZVPD.

Results
Calculated total energy: -48424.9074 eV
Gap between HOMO and LUMO: 9.601 eV
Structure (SMILES): C[C@@H](CC(=O)N1CC(F)(C(=O)N(CCS(=O)(=O)O)CC(N)=O)C1)CC(C)(C)C
Relative energy (zero: lowest compared OMol25 entry of this formula, charge and spin): 20.90 kJ/mol

Atoms and positions in Å:
H 1.17547 -4.90379 -0.54905
H 3.83737 0.55188 -2.92042
H 3.30210 -0.70861 -0.17109
C -2.07333 -4.08715 -0.18745
H 1.72684 2.05786 -1.50069
N -1.39277 -3.01430 -0.66207
H 0.39744 -3.99318 2.94331
H 0.36432 1.30582 -2.29802
N -0.62322 2.67352 -0.26586
C 0.18489 -4.42309 1.95721
H 2.02866 -6.41247 -0.20463
N 1.70018 0.00905 -1.30349
H 6.30181 -1.95185 -1.06947
H -1.20976 -5.97378 1.40695
H -1.76609 -4.46087 3.99613
H -0.40802 -1.65612 0.71564
H 0.00338 -3.49041 -2.20971
O 6.50312 -0.38883 -2.87434
H 3.32207 1.02118 -0.47030
C 1.18739 -5.78468 0.09845
H -2.27036 -3.14438 1.75638
H -2.64581 -5.87380 3.40010
H 0.48874 -7.22071 2.33973
H -0.95951 -6.02562 3.89823
O 5.91123 -1.17775 -0.63858
C 3.10938 0.05412 -0.92300
C 4.00982 -0.18228 -2.13139
C 1.14538 -1.23254 -1.34684
H 1.46392 -6.32457 3.51281
H -1.93140 -1.03768 0.01293
H 3.86070 -1.18005 -2.54360
H 2.64853 -3.70030 1.07824
O 1.82602 -2.23533 -1.20006
O 0.13150 0.82743 0.80011
H 2.79929 -4.27022 2.74989
C -2.27970 -4.14306 1.30825
H 0.27118 -6.35160 -0.07725
H -1.53242 -2.75670 -2.79369
H 2.24521 -7.22092 2.20688
C -1.67612 -5.37285 3.39984
H 3.49987 -5.21053 1.42722
C 0.12870 1.55075 -0.17312
C -0.80907 -2.80379 -1.97801
O -2.43911 -4.97719 -0.93580
C -1.06807 -1.68541 -0.14983
C 0.98630 1.26211 -1.40630
C 2.64935 -4.58846 1.71530
H -0.62881 3.25073 -1.08686
C 1.38084 -6.60267 2.45917
O 5.91389 1.20600 -1.04901
S 5.72213 -0.03158 -1.73090
C -1.22517 -5.04056 1.97731
H -1.19733 2.92762 0.51948
H -3.26945 -4.56984 1.47549
F -0.94573 -0.39045 -2.23445
C -0.35965 -1.41024 -1.50034
H 0.22146 -3.58678 1.25662
C 1.33764 -5.36298 1.56346

Forces on the atoms, in the same order (eV/Å):
H 0.0 0.0 0.0
H 0.0 0.0 0.0
H 0.0 0.0 0.0
C 0.0 0.1 -0.1
H 0.0 0.0 0.0
N 0.0 0.0 0.1
H 0.0 0.0 0.0
H 0.0 0.0 0.0
N 0.0 0.0 0.1
C 0.0 0.0 0.0
H 0.0 0.0 0.0
N 0.1 0.0 -0.1
H 0.0 0.0 0.0
H 0.0 0.0 0.0
H 0.0 0.0 0.0
H -0.1 0.0 0.0
H 0.0 0.0 0.0
O 0.0 0.0 0.0
H 0.0 0.0 -0.1
C 0.0 0.0 0.0
H 0.1 0.0 0.0
H 0.0 0.0 0.0
H 0.0 0.0 0.0
H 0.0 0.0 0.0
O 0.0 0.0 0.0
C 0.0 0.0 0.1
C -0.1 -0.1 -0.1
C 0.0 0.0 0.0
H 0.0 0.0 0.0
H 0.0 0.0 0.0
H 0.0 0.0 0.0
H 0.0 0.0 0.0
O 0.0 0.0 0.0
O 0.0 0.0 0.0
H 0.0 0.0 0.0
C -0.1 0.1 0.0
H 0.0 0.0 0.0
H 0.0 0.0 0.0
H 0.0 0.0 0.0
C 0.0 0.0 0.0
H 0.0 0.0 0.0
C 0.0 0.0 -0.1
C -0.1 0.0 -0.1
O 0.2 -0.1 0.0
C 0.1 -0.1 0.0
C 0.0 0.1 0.0
C 0.0 0.0 0.0
H 0.0 0.0 0.0
C 0.0 0.0 0.0
O 0.0 0.0 0.0
S 0.1 0.1 0.0
C 0.0 -0.1 0.1
H 0.0 0.0 0.0
H 0.0 0.0 0.0
F -0.1 0.0 0.0
C 0.0 -0.1 0.1
H 0.0 0.0 0.0
C 0.0 0.0 0.0

---

Record 4
Here is C17H30FN4Pd as an isolated structure from the OMol25 dataset. Energies are from ωB97M-V/def2-TZVPD.

Results
Calculated total energy: -30245.5464 eV
Gap between HOMO and LUMO: 7.163 eV
Total charge: +3
Relative energy (zero: lowest compared OMol25 entry of this formula, charge and spin): 67.03 kJ/mol

Atoms and positions in Å:
H -2.02258 7.46158 -1.65310
H -1.46172 5.10922 -2.25989
C -1.39529 5.45064 -1.23416
C -1.67026 6.74156 -0.92638
C -0.80320 3.21390 -0.53894
C -1.49846 7.14048 0.41414
H -2.36087 -0.51404 0.30043
C -2.17972 -0.20749 2.32073
C -0.42432 -2.95430 0.63544
H 3.59719 1.37810 0.84384
H -3.04420 0.41809 2.10119
H 1.97671 1.50370 2.98605
H 0.59527 0.36029 4.30009
N 2.03913 0.35607 -0.18353
H 3.02062 -0.69301 -1.71893
C -0.98830 4.50767 -0.20576
F -1.71221 8.37522 0.71092
H 1.54568 -2.47786 -2.04000
H 0.26796 -2.92084 1.47823
N -1.72408 -0.83489 1.02466
H -0.48418 4.30550 1.91858
H -1.03484 6.67078 2.46944
H -2.09045 -2.71712 1.95900
H -0.14956 -1.14375 3.80135
H -0.81744 1.46292 2.38813
C 2.21769 0.65808 2.34361
N 0.15554 -2.21994 -0.50325
C 0.11330 -0.14081 3.45992
C 1.45729 -2.72679 -0.98233
H -0.95547 2.89234 -1.56333
C 2.52428 1.20645 0.95074
H 3.97487 -0.45726 -0.26721
H -0.52389 2.43666 0.18390
H -0.50397 -2.24542 -1.27681
H 1.46328 -3.81743 -0.90974
H 3.08151 0.16465 2.79134
H 2.03776 2.17618 0.83060
H -2.52178 -1.00245 2.98245
H 2.51594 -2.24818 0.86532
H -0.56029 -4.01092 0.38714
C -1.76292 -2.34425 0.99065
C -1.09911 6.27608 1.46436
H 3.51284 -2.76148 -0.45874
H 1.41664 -1.21874 2.30191
C -1.12736 0.62841 3.03155
C 2.98293 -0.72857 -0.62978
C 2.64126 -2.15030 -0.21664
H 1.94552 0.98933 -0.97383
N 1.06135 -0.27079 2.32511
C -0.83260 4.98777 1.15333
H -2.51703 -2.65315 0.26575
H -1.60226 1.07560 3.90696
Pd 0.10717 -0.15909 0.31947

Forces on the atoms, in the same order (eV/Å):
H 0.1 0.0 0.0
H -0.1 0.0 0.0
C 0.0 0.1 0.0
C -0.1 -0.1 0.0
C 0.0 0.0 0.0
C -0.1 0.0 0.0
H -0.2 0.0 0.1
C -0.1 -0.1 0.0
C 0.0 -0.1 0.0
H 0.0 0.0 -0.1
H 0.0 0.0 0.0
H 0.0 0.0 0.1
H 0.1 0.0 0.0
N -0.3 0.1 0.0
H 0.0 0.1 0.0
C 0.1 0.0 -0.1
F 0.0 0.0 0.0
H 0.0 0.0 0.0
H 0.0 0.1 0.0
N 0.3 0.2 -0.1
H -0.1 0.0 0.0
H 0.1 0.0 0.0
H 0.0 0.0 0.0
H 0.0 0.0 0.0
H 0.0 0.1 0.1
C 0.1 -0.1 0.0
N -0.4 0.5 -0.6
C 0.0 0.0 0.0
C 0.1 -0.1 0.2
H 0.0 0.0 0.0
C 0.2 0.1 -0.1
H 0.0 0.0 0.0
H -0.1 0.4 -0.1
H 0.0 -0.2 0.0
H 0.0 0.0 0.0
H 0.0 0.0 -0.1
H -0.1 0.0 0.0
H 0.0 0.0 0.0
H 0.0 0.0 0.0
H 0.0 0.0 0.0
C -0.2 -0.1 0.1
C 0.0 0.0 0.0
H 0.0 0.0 0.0
H 0.0 0.0 0.0
C 0.0 0.1 0.0
C 0.1 0.1 0.0
C -0.1 0.0 -0.1
H 0.2 0.0 0.0
N -0.2 0.5 0.0
C 0.0 0.0 0.0
H 0.0 0.1 0.0
H -0.1 0.0 0.0
Pd 0.6 -1.4 0.7

---

> What is the formula in the third record?

C17H30FN3O6S

---

> The lowest calculated total energy belongs to which entry?

C17H30CoNO2P2S

---

> What is the calculated total energy in the second record?

-59060.0971 eV